(1)
Below is C3H7LaO2 as an isolated structure at a distorted geometry, with properties calculated with ωB97M-V/def2-TZVPD.

Geometry (Å):
La -1.73017 0.25376 -0.48269
O -0.46116 -1.60277 -1.34111
O 1.38645 0.43762 0.97140
C 0.47805 0.74997 1.85841
C -0.59449 1.57970 1.68530
C 1.10924 0.67905 -0.43009
H -0.53741 -1.96872 -2.22678
H 1.51979 0.40113 -1.40838
H -1.33905 1.60163 2.48223
H -0.57931 2.38937 0.94869
H 1.60039 1.66276 -0.54444
H 0.56017 0.12299 2.75141
H 0.70927 -1.25906 -1.21849

Atomic forces in eV per Å
2.3 0.6 0.5
4.2 1.8 0.8
1.0 -2.0 -0.4
-0.3 -0.8 -0.5
-1.0 -0.5 -0.5
-2.8 3.8 0.1
0.2 -0.6 -0.4
1.3 -2.5 0.9
0.4 0.4 0.0
0.1 0.0 0.2
-1.0 0.5 -0.2
0.3 0.5 0.0
-4.7 -1.2 -0.6

Output
HOMO-LUMO gap (alpha / beta): 0.2594 / 0.2594 Eh
Energy relative to the best compared isomer or geometry (same formula, charge and spin): 0.00 kcal/mol
Net charge: +2
M: 214.0 g mol⁻¹
Energy: -8156.99295 eV

---

(2)
Below is one molecule with the formula C3H7N at a distorted geometry, with properties calculated with ωB97M-V/def2-TZVPD.

Geometry (Å):
N 0.05956 -0.18385 -0.78021
C -0.39577 -1.33879 1.38479
C 0.28226 -0.54264 0.55250
C 0.18895 1.27244 -0.99687
H -1.31878 -1.77130 1.01589
H 1.17009 1.55314 -0.63444
H 0.02986 -1.55263 2.34959
H -0.77969 -0.56599 -1.20016
H 1.22631 -0.14990 0.91592
H 0.15555 1.43848 -2.07440
H -0.61832 1.84106 -0.53261

Atomic forces in eV per Å
-0.2 0.4 0.4
0.0 0.4 -1.3
0.4 -0.3 0.3
-0.2 -1.1 -0.7
-0.1 -0.2 0.5
0.0 0.4 0.1
-0.2 -0.2 0.1
0.0 0.0 0.3
0.0 0.3 0.0
0.1 0.2 0.0
0.2 0.1 0.2

Output
HOMO-LUMO gap: 0.3519 Eh
Energy relative to the best compared isomer or geometry (same formula, charge and spin): 12.58 kcal/mol
Net charge: 0
M: 57.1 g mol⁻¹
Structure (SMILES): C=CNC
Energy: -4713.61145 eV

---

(3)
Below is one molecule with the formula C3H7N at a distorted geometry, with properties calculated with ωB97M-V/def2-TZVPD.

Geometry (Å):
N -0.52402 -1.01974 -0.87625
C 0.05375 -0.49757 0.37365
C 1.05159 0.52109 0.12364
C -1.24127 -0.14902 0.05131
H 0.16661 -1.09104 1.31254
H 0.47129 1.25913 -0.57324
H -0.04111 -0.39744 -1.54629
H 1.37609 1.11972 0.94312
H 1.86649 -0.07040 -0.39785
H -2.00436 -0.52000 0.81456
H -1.17506 0.84528 -0.22519

Atomic forces in eV per Å
0.5 -0.6 0.5
2.0 -2.0 2.7
0.7 0.8 -2.6
-3.6 -0.3 1.4
0.3 -0.3 -1.3
1.8 -1.0 0.7
-0.8 -0.6 -0.1
0.5 0.1 0.8
-0.2 1.6 0.5
0.4 0.4 -2.0
-1.6 2.0 -0.5

Output
HOMO-LUMO gap: 0.3988 Eh
Energy relative to the best compared isomer or geometry (same formula, charge and spin): 47.62 kcal/mol
Net charge: 0
M: 57.1 g mol⁻¹
Structure (SMILES): C[C@H]1CN1
Energy: -4712.09227 eV

---

(4)
Below is one molecule with the formula C3H7N at a distorted geometry, with properties calculated with ωB97M-V/def2-TZVPD.

Geometry (Å):
N -2.02394 -0.42650 0.03028
C -1.12041 0.41126 0.01346
C 0.40503 -0.09734 0.72455
C 1.32743 -0.08038 -0.38814
H 0.16191 -1.00739 1.31217
H 1.23540 0.88267 -0.84745
H 2.35673 -0.44604 -0.10256
H 0.55773 0.78409 1.36228
H -2.81574 -0.50434 -0.60810
H -0.93327 1.39319 -0.39855
H 0.84914 -0.90922 -1.09794

Atomic forces in eV per Å
-0.6 -1.7 -0.6
3.9 -1.5 1.9
-4.9 2.3 1.5
0.2 -3.9 -1.8
0.5 0.5 -0.6
0.7 0.4 -0.6
-0.9 0.9 -0.6
0.4 -0.5 0.5
-0.1 1.3 0.4
-0.7 0.5 -0.8
1.5 1.7 0.8

Output
HOMO-LUMO gap: 0.3665 Eh
Energy relative to the best compared isomer or geometry (same formula, charge and spin): 38.31 kcal/mol
Net charge: 0
M: 57.1 g mol⁻¹
Structure (SMILES): [H]/N=C/CC
Energy: -4712.49591 eV

---

(5)
Below is an isolated ion of composition C3H7N2 and charge +1 at a distorted geometry, with properties calculated with ωB97M-V/def2-TZVPD.

Geometry (Å):
N -0.11780 1.27622 -0.22448
N 1.05047 -2.01842 0.58418
C -0.57381 -1.25148 0.34899
C 0.19010 0.03615 0.70496
C 1.46861 -0.80717 0.71330
H -0.87069 -1.39722 -0.64136
H -1.23419 1.36735 -0.32930
H -1.31817 -1.61044 1.11789
H -0.06048 0.41206 1.71763
H 0.20710 1.18099 -1.25798
H 0.20819 2.07366 0.27584
H 2.48078 -0.37619 0.79999

Atomic forces in eV per Å
-2.7 -2.2 -1.9
-2.9 2.8 -0.3
2.5 -1.7 3.2
-0.5 -0.4 0.2
-0.2 0.9 -0.9
-0.3 -0.3 -1.5
3.0 -0.2 0.5
0.9 0.4 -1.0
0.1 -0.1 -0.6
-0.1 0.4 2.3
0.5 1.2 -0.2
-0.2 -0.8 0.2

Output
HOMO-LUMO gap: 0.3690 Eh
Energy relative to the best compared isomer or geometry (same formula, charge and spin): 65.90 kcal/mol
Net charge: +1
M: 71.1 g mol⁻¹
Structure (SMILES): [NH3+][C@@H]1C=NC1
Energy: -6194.65371 eV

---

(6)
Below is an isolated ion of composition C3H7N2 and charge +1 at a distorted geometry, with properties calculated with ωB97M-V/def2-TZVPD.

Geometry (Å):
N 1.15645 0.81141 0.84887
N 0.34578 -0.27731 0.53786
C -0.54193 -1.62572 -1.25948
C 0.51639 2.02856 0.97230
C -0.29103 -1.25926 0.15537
H -0.37605 -1.97745 0.95708
H 0.57726 2.64287 1.84434
H 1.18250 2.57209 0.19312
H -0.59442 2.00708 0.60004
H -1.28635 -0.90026 -1.60716
H 0.35573 -1.51808 -1.77457
H -1.04432 -2.50394 -1.46775

Atomic forces in eV per Å
-2.1 -4.3 1.6
2.3 4.2 0.4
-2.3 2.6 0.6
-1.6 1.9 -4.2
1.1 -2.0 0.2
-0.4 -0.9 0.2
0.7 -0.4 1.2
-1.2 0.4 0.7
2.2 0.2 0.5
0.4 0.4 -0.5
1.5 0.2 -1.0
-0.5 -2.3 0.3

Output
HOMO-LUMO gap (alpha / beta): 0.3543 / 0.2575 Eh
Spin multiplicity: 3
Energy relative to the best compared isomer or geometry (same formula, charge and spin): 43.59 kcal/mol
Net charge: +1
M: 71.1 g mol⁻¹
Expectation value of S²: 2.0084
Energy: -6190.72085 eV

---

(7)
Below is an isolated ion of composition C3H7N2 and charge +1 at a distorted geometry, with properties calculated with ωB97M-V/def2-TZVPD.

Geometry (Å):
N -0.02292 0.39116 -0.36329
N -2.20466 0.13350 0.08430
C -0.81709 -0.48237 -0.03951
C 1.45529 0.45171 -0.38153
C 2.41681 -0.27478 0.24706
H -1.90802 1.10159 -0.03386
H 3.30340 0.25942 -0.02582
H 2.31212 -0.93070 1.06931
H -0.86929 -1.60418 0.09753
H 1.97065 1.19067 -1.06706
H -3.03747 -0.10367 -0.56191
H -2.59881 -0.13235 0.97477

Atomic forces in eV per Å
9.9 3.7 -2.2
-1.2 -1.0 -1.0
-4.1 -5.2 1.5
-8.3 3.0 -3.0
2.7 -1.4 1.8
-0.9 0.6 0.4
1.3 -1.0 0.6
0.0 -0.6 0.5
0.6 1.5 -0.3
-2.0 -0.4 0.6
2.0 0.3 0.3
0.0 0.6 0.9

Output
HOMO-LUMO gap (alpha / beta): 0.2655 / 0.2957 Eh
Spin multiplicity: 3
Energy relative to the best compared isomer or geometry (same formula, charge and spin): 18.28 kcal/mol
Net charge: +1
M: 71.1 g mol⁻¹
Expectation value of S²: 2.0097
Energy: -6191.81835 eV

---

(8)
Below is a 2-piece molecular cluster, C3H7N2O overall at a distorted geometry, with properties calculated with ωB97M-V/def2-TZVPD.

Geometry (Å):
O 2.75877 -4.76223 -2.28313
N -1.85561 1.08847 0.48691
N -0.38606 2.35869 1.35714
C -0.66616 0.47197 0.23163
C 0.29098 1.22865 0.83373
C -1.67234 2.27033 1.07020
H -0.61979 -0.42205 -0.36489
H -2.41593 3.04316 0.94931
H 1.35026 1.28672 1.00966
H 2.16914 -5.40214 -2.69459
H 0.21856 3.06491 1.74277
H -2.80971 0.90867 0.17325
H 3.63790 -5.13515 -2.51199

Atomic forces in eV per Å
0.9 -0.6 -0.4
-1.2 1.3 -0.4
1.1 -1.3 -0.9
0.7 -0.6 0.3
-1.1 1.4 0.6
0.3 0.1 -0.3
0.1 -0.1 0.2
0.0 0.1 1.0
0.1 -0.9 -0.4
-0.2 0.1 0.0
-0.8 0.7 0.3
0.7 -0.7 -0.3
-0.7 0.5 0.3

Output
HOMO-LUMO gap: 0.3559 Eh
Energy relative to the best compared isomer or geometry (same formula, charge and spin): 19.01 kcal/mol
Net charge: +1
M: 87.1 g mol⁻¹
Energy: -8245.31476 eV